Entry 1:
DFT (ωB97M-V with the def2-TZVPD basis set) results for a cluster of 13 separate species, C38H103N21O13 in total.

XYZ file:
```
175
Properties=species:S:1:pos:R:3:forces:R:3:lowdin_charge:R:1
C 22.848 -11.734 -3.181 -1.5 -0.9 1.0 -0.0592
C 23.272 -10.332 -2.844 -0.3 -0.2 0.5 -0.5012
C 24.344 -10.107 -3.864 1.6 1.8 -0.4 -0.1809
C 24.735 -8.659 -3.967 -1.4 1.4 0.1 -0.1589
C 23.478 -7.741 -4.257 0.6 -0.8 0.2 -0.1090
C 22.366 -7.892 -3.186 0.6 -0.8 0.4 -0.5216
N 22.164 -9.332 -2.986 0.9 -0.9 -1.6 -0.1003
O 21.022 -9.628 -2.222 0.3 -0.1 0.5 -0.0162
C 22.768 -7.113 -1.923 -0.5 -0.3 1.3 -0.0230
C 21.081 -7.326 -3.721 -0.9 0.4 -0.3 -0.0555
C 23.794 -10.381 -1.365 0.4 0.1 -1.1 -0.0162
H 22.409 -11.926 -4.160 0.0 0.5 -0.1 0.0868
H 22.110 -11.992 -2.421 -0.2 -0.6 -0.1 0.0784
H 23.702 -12.402 -3.068 0.0 0.0 0.0 0.0891
H 25.266 -10.608 -3.568 -0.1 -0.5 0.2 0.1260
H 24.182 -10.404 -4.900 -0.9 -0.6 0.2 0.1232
H 25.496 -8.556 -4.741 0.1 0.4 0.2 0.1093
H 25.097 -8.350 -2.987 0.5 0.3 -0.1 0.0994
H 23.020 -7.955 -5.223 0.2 -0.3 -0.2 0.1078
H 23.786 -6.696 -4.292 0.0 0.1 0.1 0.1086
H 21.935 -6.597 -1.443 -0.2 0.8 -0.8 0.0771
H 22.915 -7.741 -1.044 0.9 -0.6 -0.4 0.0696
H 23.621 -6.454 -2.085 -0.1 0.0 0.2 0.0821
H 20.645 -7.888 -4.546 0.6 0.0 -0.5 0.0819
H 20.245 -7.328 -3.022 0.4 0.2 0.5 0.0774
H 21.288 -6.297 -4.017 -0.3 0.1 -0.2 0.0927
H 24.361 -9.471 -1.169 -0.5 0.2 0.5 0.0651
H 24.508 -11.182 -1.178 0.0 -0.3 -0.4 0.0767
H 22.938 -10.587 -0.722 0.1 0.6 0.2 0.0820
H 20.453 -10.066 -2.859 -0.3 -0.1 -0.1 0.0964
C 32.625 -7.195 1.113 -0.4 -0.1 -2.2 -0.0354
C 31.628 -8.427 1.105 -0.4 1.2 0.4 -0.4439
C 30.124 -7.876 1.340 -0.3 -0.7 0.7 -0.1054
C 29.009 -8.909 1.084 0.1 0.4 -1.2 -0.1920
C 29.162 -9.352 -0.359 0.1 -1.4 0.3 -0.1513
C 30.517 -10.065 -0.580 -0.3 -0.2 0.9 -0.5024
N 31.604 -9.172 -0.175 -1.5 2.7 0.0 -0.1405
O 32.852 -9.598 -0.542 0.6 -0.7 0.3 0.0086
C 30.577 -11.500 0.143 0.4 1.6 -0.7 0.0058
C 30.623 -10.302 -2.040 0.2 -1.1 -2.0 -0.0695
C 32.051 -9.265 2.287 -1.6 -0.3 1.1 -0.0574
H 33.639 -7.317 0.733 0.1 -1.2 0.0 0.0707
H 32.815 -6.677 2.053 -0.9 -0.1 0.1 0.0780
H 32.243 -6.569 0.306 -0.2 0.8 0.4 0.0741
H 29.838 -7.537 2.336 1.3 0.1 0.6 0.1098
H 29.843 -6.991 0.769 0.7 -0.1 -0.6 0.1114
H 28.027 -8.454 1.216 0.0 0.4 0.0 0.1079
H 28.954 -9.762 1.760 0.6 -0.1 0.1 0.1065
H 29.030 -8.564 -1.100 0.2 0.4 0.3 0.1197
H 28.406 -10.094 -0.615 -0.2 -0.1 0.0 0.1124
H 29.600 -11.982 0.154 0.1 0.0 0.1 0.0815
H 31.273 -12.094 -0.450 0.0 -0.3 0.2 0.0754
H 30.996 -11.355 1.138 -0.3 -0.3 0.1 0.0557
H 30.406 -9.492 -2.737 0.0 0.5 0.5 0.0882
H 31.588 -10.696 -2.357 0.2 0.1 0.3 0.0827
H 29.920 -11.084 -2.326 -0.2 -0.2 0.1 0.0882
H 32.888 -9.955 2.181 0.1 0.2 -0.1 0.0875
H 31.151 -9.800 2.589 0.2 -0.7 0.1 0.0674
H 32.190 -8.590 3.132 0.5 -0.1 0.0 0.0847
H 33.018 -10.232 0.160 1.0 -0.7 0.0 0.0812
C 16.582 -10.284 -4.528 0.4 -0.4 -2.0 -0.0391
C 16.991 -11.601 -5.209 -0.9 -1.6 -0.4 -0.4563
C 17.090 -11.570 -6.750 -2.0 -0.8 0.0 -0.1574
O 15.711 -11.631 -7.273 0.2 3.0 -0.5 -0.2216
C 15.546 -10.611 -8.301 -0.8 -1.1 0.7 -0.1014
N 18.180 -12.205 -4.646 0.9 0.2 0.9 0.0266
H 16.321 -10.322 -3.470 0.4 -0.2 -0.1 0.0739
H 15.710 -9.962 -5.097 -0.2 0.2 0.2 0.0715
H 17.385 -9.606 -4.815 0.1 0.5 0.8 0.0722
H 16.194 -12.324 -5.036 -0.6 0.1 -0.1 0.1279
H 17.293 -12.514 -7.255 2.0 -0.2 0.9 0.1277
H 17.671 -10.727 -7.123 -0.1 0.0 -0.2 0.1169
H 14.482 -10.604 -8.540 0.1 -0.2 -0.3 0.0824
H 16.144 -10.875 -9.174 0.0 0.1 -0.1 0.0841
H 15.762 -9.596 -7.971 0.4 0.0 0.3 0.0702
H 17.917 -12.456 -3.704 0.3 0.3 0.6 0.0652
H 18.353 -13.130 -5.014 0.0 0.0 -0.7 0.0695
C 15.716 -7.068 -0.695 0.8 -0.1 1.5 -0.0638
C 14.740 -6.302 -1.523 -0.7 -2.3 -0.8 -0.5111
C 13.827 -5.584 -0.598 -2.0 0.0 0.2 -0.1799
O 12.849 -6.473 0.023 1.3 -1.0 -0.6 -0.1881
C 11.940 -5.841 0.870 -0.2 1.3 -0.4 -0.1349
N 15.483 -5.438 -2.378 0.8 1.3 -0.3 0.0456
H 15.338 -7.837 -0.022 -0.5 -0.1 -0.4 0.0782
H 15.992 -6.265 -0.012 1.0 -0.2 0.3 0.0781
H 16.618 -7.466 -1.161 -0.1 0.2 -0.4 0.0752
H 14.153 -6.916 -2.205 -0.6 -0.7 0.5 0.1404
H 13.256 -4.917 -1.244 -0.1 0.8 0.4 0.1267
H 14.429 -5.098 0.169 -0.3 0.5 0.0 0.1277
H 11.416 -5.100 0.267 -0.1 0.6 0.2 0.0804
H 12.458 -5.361 1.700 -0.1 0.2 0.2 0.0858
H 11.122 -6.446 1.261 0.6 -0.8 -0.2 0.0857
H 16.045 -6.041 -2.961 0.3 0.1 -0.1 0.0732
H 14.880 -4.940 -3.017 -0.2 0.2 -0.1 0.0644
C 13.473 -3.618 -8.264 -0.4 0.2 -0.6 -0.0748
C 13.954 -4.489 -7.157 -0.6 -1.3 1.5 -0.4518
C 15.070 -5.471 -7.528 0.3 1.3 -0.5 -0.1819
O 16.192 -4.676 -8.024 -0.4 -2.0 1.2 -0.1830
C 17.420 -5.423 -8.089 -0.2 0.4 -1.6 -0.0991
N 14.252 -3.677 -5.943 0.8 -0.6 -0.9 0.0425
H 13.482 -4.142 -9.220 0.2 0.3 -0.2 0.0843
H 14.046 -2.690 -8.269 0.1 -0.1 -0.5 0.0826
H 12.434 -3.346 -8.075 -0.1 0.1 0.0 0.0787
H 13.139 -5.155 -6.872 -0.2 -0.2 0.0 0.1286
H 14.702 -6.161 -8.287 -0.1 0.3 -0.7 0.1153
H 15.298 -6.186 -6.738 0.6 0.6 0.7 0.1131
H 17.422 -6.498 -7.908 -0.6 0.0 1.4 0.0750
H 18.199 -4.858 -7.576 0.0 -0.4 0.0 0.0885
H 17.649 -5.545 -9.148 0.5 0.8 -0.4 0.0778
H 13.495 -3.031 -5.769 -0.5 -0.1 0.0 0.0637
H 14.955 -3.079 -6.353 0.7 0.5 0.6 0.0564
C 28.127 -7.796 -8.922 -2.5 -2.2 0.7 -0.7847
O 27.795 -8.938 -9.241 0.0 0.5 -0.5 0.0156
N 27.327 -6.842 -8.488 -4.5 1.1 0.3 0.1501
N 29.312 -7.373 -8.744 6.7 0.4 -0.3 0.1556
H 27.598 -5.905 -8.226 -0.2 -0.4 -0.4 0.1104
H 26.353 -7.071 -8.623 -0.1 0.5 0.3 0.1185
H 30.051 -7.954 -9.114 0.2 0.4 0.5 0.1278
H 29.486 -6.553 -8.182 0.4 -0.4 -0.5 0.1190
C 28.257 -16.496 -1.981 1.1 0.7 -1.7 -0.8193
O 28.275 -17.242 -1.073 -0.4 -2.7 3.7 0.0637
N 27.387 -15.537 -2.193 -2.8 2.3 0.1 0.1664
N 29.189 -16.507 -2.924 2.2 -0.4 -2.1 0.1576
H 26.784 -15.281 -1.424 0.0 0.1 -0.4 0.1081
H 27.432 -14.987 -3.039 -0.2 0.1 0.4 0.1016
H 29.843 -17.277 -2.926 -0.2 0.3 -0.2 0.1140
H 29.122 -15.890 -3.721 0.3 -0.3 0.0 0.0986
C 24.016 -16.739 -6.823 2.6 1.8 -1.1 -0.7738
O 24.672 -16.415 -7.812 0.1 0.1 0.2 0.0062
N 22.870 -17.303 -6.854 -5.2 -2.7 -0.7 0.1651
N 24.354 -16.464 -5.559 1.8 1.0 1.2 0.1608
H 22.336 -17.421 -7.704 0.4 -0.1 0.2 0.1249
H 22.404 -17.486 -5.977 -0.2 -0.1 -0.4 0.1122
H 25.235 -15.974 -5.512 0.0 -0.3 0.7 0.1075
H 23.894 -16.916 -4.781 0.5 0.2 0.0 0.0949
C 23.025 -17.988 -1.927 0.9 -1.0 -1.8 -0.7884
O 22.635 -18.781 -2.746 -0.9 -1.0 -1.0 0.0386
N 22.495 -16.866 -1.557 -3.9 4.8 1.0 0.1563
N 24.193 -18.002 -1.323 4.1 -1.1 1.9 0.1555
H 21.741 -16.369 -2.009 -0.1 -0.7 0.0 0.1236
H 23.017 -16.292 -0.911 -0.7 0.1 -0.2 0.0971
H 24.379 -17.121 -0.866 1.1 -0.8 0.1 0.0804
H 24.996 -18.505 -1.672 -0.4 -0.2 0.1 0.1209
C 27.817 -13.016 -6.801 1.4 -3.5 0.5 -0.8033
O 28.105 -14.029 -6.187 -0.3 -1.2 1.4 -0.0032
N 26.916 -12.960 -7.734 -3.2 0.7 -2.5 0.1836
N 28.564 -11.963 -6.756 2.1 4.1 0.5 0.1688
H 26.829 -12.067 -8.198 -0.5 -0.5 -0.3 0.1069
H 26.338 -13.736 -8.021 0.2 0.1 0.3 0.1186
H 29.384 -11.936 -6.166 -0.4 0.0 -0.2 0.1219
H 28.323 -11.206 -7.379 0.7 0.3 0.4 0.0991
C 16.762 -13.042 0.009 2.4 -2.4 -1.8 -0.7937
O 17.459 -13.998 -0.339 0.1 0.4 0.4 0.0144
N 15.480 -13.093 0.090 -5.1 -1.7 0.7 0.1569
N 17.155 -11.813 0.169 2.9 4.4 0.6 0.1558
H 14.899 -12.267 0.094 0.1 -0.5 0.0 0.1162
H 15.085 -14.017 -0.008 -0.3 0.4 0.0 0.1241
H 16.662 -11.156 0.756 0.1 -0.2 -0.2 0.1109
H 18.082 -11.531 -0.117 -0.1 -0.3 0.3 0.1164
C 25.058 -15.300 2.495 -0.8 0.3 -3.9 -0.7630
O 24.809 -15.050 1.302 0.2 -0.3 0.1 -0.0241
N 25.440 -14.331 3.289 0.6 2.1 1.1 0.1608
N 24.953 -16.489 3.019 -0.1 -2.0 1.8 0.1764
H 25.669 -14.446 4.266 0.1 0.4 -0.4 0.1138
H 25.462 -13.477 2.750 0.2 0.3 0.9 0.1208
H 24.777 -17.312 2.460 -0.1 0.3 0.4 0.1272
H 24.972 -16.448 4.028 -0.1 -1.2 -0.2 0.1103
C 22.955 -10.577 -9.294 0.0 1.3 1.5 -0.8830
O 23.477 -9.550 -9.502 2.4 6.0 -1.2 0.0616
N 23.333 -11.593 -9.953 0.7 -5.7 -2.8 0.1807
N 22.102 -10.686 -8.315 -3.1 -1.3 2.8 0.1743
H 22.760 -12.425 -9.945 0.5 -0.1 -0.4 0.1164
H 24.002 -11.414 -10.688 -0.3 -0.3 0.1 0.1309
H 21.963 -9.869 -7.738 0.1 -0.3 -0.2 0.1127
H 21.872 -11.596 -7.941 -0.1 0.3 0.1 0.1062
```
Positions in Å, forces in eV/Å.

Output
**Largest force on an atom**: 6.70 eV Å⁻¹
**Energy above the lowest of the compared OMol25 structures with the same formula, charge and spin**: 8.1241 eV
**2S+1**: 1
**Charge**: 0
**Molar mass**: 1062.38 g/mol
**Lowest unoccupied orbital energy**: 0.14 eV
**Energy**: -3637.5403 a.u.



Entry 2:
DFT (ωB97M-V with the def2-TZVPD basis set) results for a cluster of 2 separate species, C6H11N5 in total.

XYZ file:
```
22
Properties=species:S:1:pos:R:3:forces:R:3:lowdin_charge:R:1
C -0.052 -0.515 1.138 1.9 -3.9 0.8 0.0386
C 2.321 -1.398 0.883 -3.6 -0.8 1.0 -0.0427
C 3.127 0.076 -0.324 0.1 2.8 -1.3 -0.0581
C 1.237 -0.488 0.610 1.7 -1.4 1.3 -0.2114
C -0.986 0.348 0.909 -1.2 -0.8 -0.4 -0.1315
C 1.117 1.497 -0.799 0.4 0.8 -1.0 0.0298
N 3.379 -1.050 0.279 3.5 -0.3 -0.6 0.1402
N -1.803 1.241 1.102 -0.9 2.8 2.2 0.2318
N -3.162 -1.346 -0.924 -2.0 -0.5 2.9 0.1784
N -2.431 -0.356 -0.952 -1.5 0.4 0.4 0.1805
N 1.878 0.482 -0.112 -1.5 0.4 -0.4 -0.0708
H -0.313 -1.587 1.636 0.3 2.8 -0.9 0.2329
H 2.265 -2.264 1.505 0.0 -0.5 0.3 0.1329
H 3.760 0.778 -0.914 -0.1 -1.2 0.5 0.1819
H 0.041 1.401 -0.492 1.4 0.6 -0.6 0.0753
H 1.572 2.495 -0.658 -0.7 -0.3 0.5 0.1268
H 1.236 1.340 -1.881 -0.5 -0.1 0.2 0.1167
H -1.804 1.932 1.873 0.5 -0.6 0.1 0.1968
H -2.553 1.458 0.496 -1.0 -0.1 -1.4 0.1206
H -3.035 -2.192 -1.466 0.0 -0.3 -0.7 0.1771
H -3.919 -1.405 -0.142 1.5 0.2 -1.6 0.2296
H -1.874 -0.447 -1.766 1.6 0.1 -1.2 0.1245
```
Positions in Å, forces in eV/Å.

Output
**Largest force on an atom**: 4.37 eV Å⁻¹
**Energy above the lowest of the compared OMol25 structures with the same formula, charge and spin**: 5.7555 eV
**2S+1**: 1
**Charge**: +2
**Molar mass**: 153.19 g/mol
**Lowest unoccupied orbital energy (spin up / spin down)**: -10.27 / -10.28 eV
**Energy**: -508.1944 a.u.



Entry 3:
DFT (ωB97M-V with the def2-TZVPD basis set) results for the molecule C4H6N2OS.

XYZ file:
```
14
Properties=species:S:1:pos:R:3:forces:R:3:lowdin_charge:R:1
N 3.443 0.673 0.574 -4.2 1.5 -1.4 0.0216
C 3.075 -0.646 0.064 0.4 5.5 0.6 -0.2438
N 1.976 -0.941 -0.480 -1.4 0.9 0.8 0.0333
C 0.926 0.035 -0.295 -0.4 -0.1 -0.8 -0.0902
C -0.348 -0.470 -0.396 2.1 0.9 -0.1 -0.1171
C -1.433 0.463 -0.300 -2.1 -1.7 1.8 -0.7167
O -1.438 1.636 -0.374 0.0 1.3 -0.4 0.0475
S -3.036 -0.421 0.417 1.0 0.2 -0.8 0.6735
H 2.711 1.644 0.494 3.4 -4.4 0.7 0.1838
H 4.243 0.736 1.155 0.5 0.3 0.4 0.0403
H 3.983 -1.144 -0.007 1.1 -2.0 -0.1 0.0910
H 1.139 1.237 -0.147 -1.0 -3.5 -0.6 0.1520
H -0.594 -1.529 -0.471 0.6 0.4 -0.1 0.0927
H -2.665 -1.715 0.197 -0.1 0.7 0.1 -0.1680
```
Positions in Å, forces in eV/Å.

Output
**Largest force on an atom**: 5.62 eV Å⁻¹
**SMILES**: N/C=N\C=C\C(=O)S
**Energy above the lowest of the compared OMol25 structures with the same formula, charge and spin**: 3.8223 eV
**2S+1**: 1
**Charge**: 0
**Molar mass**: 130.17 g/mol
**Lowest unoccupied orbital energy**: -0.30 eV
**Energy**: -738.8642 a.u.



- largest force on an atom of number 3 (C4H6N2OS)?
  5.62 eV Å⁻¹



- Among the records above, which one has the highest energy above the lowest of the compared OMol25 structures with the same formula, charge and spin?
  C38H103N21O13



- Which of these has the highest largest force on an atom?
  C38H103N21O13



- charge of number 3 (C4H6N2OS)?
  0